1.
{
  "formula": "C36H41BN9O2RuS",
  "method": "ωB97M-V/def2-TZVPD",
  "elements": ["Ru", "C", "C", "C", "C", "C", "C", "N", "N", "B", "N", "C", "C", "C", "N", "C", "C", "C", "N", "C", "C", "C", "N", "C", "C", "C", "H", "H", "H", "H", "H", "H", "H", "H", "H", "H", "H", "H", "H", "H", "H", "H", "H", "H", "H", "H", "H", "H", "H", "H", "H", "H", "H", "H", "O", "C", "O", "C", "C", "C", "C", "C", "C", "S", "H", "H", "H", "H", "C", "C", "N", "C", "C", "C", "C", "C", "C", "C", "C", "N", "C", "N", "H", "H", "H", "H", "H", "H", "H", "H", "H"],
  "positions_angstrom": [[-0.073, 0.222, 0.133], [2.829, -1.630, 2.316], [3.457, -1.778, 0.935], [4.673, -2.700, 1.008], [2.516, -2.224, -0.160], [2.776, -3.244, -1.086], [1.762, -3.166, -2.010], [0.938, -2.177, -1.646], [1.369, -1.606, -0.493], [-0.255, -1.632, -2.432], [-0.089, -0.124, -2.763], [-0.042, 0.464, -3.961], [-0.161, 1.830, -3.799], [-0.303, 2.030, -2.426], [-0.242, 0.837, -1.814], [-0.554, 3.307, -1.686], [0.669, 4.225, -1.725], [-1.781, 4.014, -2.268], [-1.535, -1.737, -1.570], [-2.652, -2.431, -1.773], [-3.552, -2.128, -0.766], [-2.906, -1.196, 0.041], [-1.666, -0.995, -0.449], [-3.456, -0.446, 1.222], [-4.917, -0.814, 1.473], [-3.316, 1.066, 1.034], [3.605, -1.395, 3.045], [2.344, -2.555, 2.631], [2.103, -0.821, 2.347], [3.821, -0.786, 0.638], [4.380, -3.716, 1.278], [5.362, -2.339, 1.770], [5.211, -2.738, 0.062], [3.610, -3.919, -1.098], [1.577, -3.732, -2.906], [-0.398, -2.252, -3.443], [0.046, -0.129, -4.854], [-0.172, 2.578, -4.570], [-0.756, 3.047, -0.644], [0.998, 4.385, -2.752], [1.499, 3.807, -1.158], [0.418, 5.196, -1.297], [-1.561, 4.427, -3.253], [-2.075, 4.841, -1.621], [-2.631, 3.338, -2.367], [-2.741, -3.083, -2.624], [-4.551, -2.506, -0.657], [-2.886, -0.741, 2.110], [-5.538, -0.554, 0.616], [-5.297, -0.264, 2.334], [-5.035, -1.879, 1.674], [-3.891, 1.397, 0.168], [-2.280, 1.387, 0.885], [-3.690, 1.592, 1.913], [1.165, 2.590, 2.990], [1.409, 2.424, 1.812], [0.534, 1.980, 0.947], [2.780, 2.781, 1.285], [3.485, 3.733, 1.995], [4.735, 4.172, 1.564], [5.308, 3.642, 0.415], [4.633, 2.674, -0.298], [3.359, 2.223, 0.117], [2.636, 0.992, -0.805], [3.038, 4.137, 2.892], [5.259, 4.930, 2.130], [6.279, 3.982, 0.083], [5.067, 2.236, -1.185], [-0.743, -2.478, 3.413], [-0.398, -1.901, 2.211], [-0.396, -0.568, 2.041], [-0.754, 0.221, 3.063], [-1.122, -0.282, 4.304], [-1.098, -1.662, 4.476], [-1.466, 0.666, 5.385], [-2.489, 0.558, 6.230], [-3.576, -0.445, 6.184], [-4.248, -0.774, 5.012], [-5.258, -1.712, 5.110], [-5.591, -2.284, 6.264], [-4.906, -1.878, 7.327], [-3.924, -0.984, 7.353], [-0.716, -3.553, 3.517], [-0.096, -2.491, 1.357], [-0.736, 1.286, 2.884], [-1.348, -2.091, 5.437], [-0.786, 1.503, 5.491], [-2.563, 1.259, 7.052], [-4.005, -0.302, 4.071], [-5.827, -2.014, 4.238], [-5.178, -2.321, 8.277]],
  "lumo_ha": [-0.0978, -0.1818],
  "total_charge": 1,
  "gap_ev": [8.55, 6.38],
  "total_energy_ha": -2557.512363,
  "s2": 6.041,
  "spin_multiplicity": 5
}

2.
{
  "formula": "C4H7FN3",
  "method": "ωB97M-V/def2-TZVPD",
  "elements": ["C", "C", "C", "C", "N", "N", "N", "F", "H", "H", "H", "H", "H", "H", "H"],
  "positions_angstrom": [[-0.919, 0.551, 0.765], [-1.224, -0.401, -0.178], [0.957, -0.442, 0.067], [2.476, -0.636, 0.045], [0.445, 0.466, 0.960], [-0.044, -1.016, -0.569], [-2.417, -0.783, -0.665], [3.057, 0.570, -0.246], [-1.503, 1.286, 1.259], [3.039, -1.185, -0.721], [2.969, -0.924, 0.954], [1.002, 1.066, 1.456], [0.030, -1.808, -1.088], [-3.238, -0.193, -0.322], [-2.545, -0.980, -1.580]],
  "smiles": "Nc1c[nH]c(CF)[nH+]1",
  "lumo_ha": -0.1337,
  "total_charge": 1,
  "gap_ev": 9.47,
  "total_energy_ha": -420.490960,
  "spin_multiplicity": 1
}

Values for energy relative to the best compared isomer or geometry (same formula, charge and spin), kJ/mol, ordered as above
0.0; 0.0